Entry P
2 unconnected molecules or ions with the total composition H2NO3S2. Source: the Open Molecules 2025 dataset; level of theory: ωB97M-V/def2-TZVPD.

Properties
HOMO level (alpha / beta) = -3.991 / -3.990 eV

Structure (ORCA input):
```
! RIJCOSX wB97M-V def2-TZVPD def2/J DEFGRID3
* xyz -1 1
N -0.39 0.55 -0.28
O 1.45 -1.59 0.58
O 0.43 -2.06 -1.57
O 1.75 -0.05 -1.26
S 3.24 -2.01 -1.71
S 1.47 -1.43 -0.82
H -0.11 0.92 0.59
H -0.10 -0.38 -0.49
*
```

Entry Q
A gas-phase ion, H2NO3S2 (charge -1). Source: the Open Molecules 2025 dataset; level of theory: ωB97M-V/def2-TZVPD.

Properties
HOMO level = -4.389 eV
structure (SMILES) = NOS(=O)(=O)[S-]

Structure (ORCA input):
```
! RIJCOSX wB97M-V def2-TZVPD def2/J DEFGRID3
* xyz -1 1
N 1.34 -0.14 -0.67
O 0.36 0.86 -0.69
S -0.96 0.45 0.36
O -0.69 1.11 1.63
O -2.09 0.91 -0.40
S -0.76 -2.07 0.47
H 2.05 -0.13 0.02
H 0.75 -1.00 -0.72
*
```

The least stable of them is entry P.

Entry P
A gas-phase ion, C9H12N4P (charge +1). Source: the Open Molecules 2025 dataset; level of theory: ωB97M-V/def2-TZVPD.

Properties
HOMO level = -11.062 eV
structure (SMILES) = CN1C=CN2C/N=C/C=[N+](/C)C#P=C12

Structure (ORCA input):
```
! RIJCOSX wB97M-V def2-TZVPD def2/J DEFGRID3
* xyz 1 1
C 0.08 -1.78 -3.11
N -0.76 -1.62 -1.90
C -1.93 -2.18 -1.74
C -2.31 -1.97 -0.45
N -1.21 -1.37 0.13
C -1.21 -1.17 1.59
N -0.07 -0.47 1.88
C 0.25 0.43 2.74
C 1.29 1.36 2.51
N 1.83 1.57 1.29
C 2.38 2.82 0.91
C 1.63 0.69 0.38
P 1.56 -0.63 -0.59
C -0.25 -1.06 -0.72
H 1.02 -2.04 -2.69
H -0.58 -2.49 -3.76
H 0.14 -0.85 -3.60
H -2.42 -2.69 -2.62
H -3.15 -2.23 0.17
H -1.08 -2.22 2.10
H -2.11 -0.61 1.79
H -0.29 0.61 3.68
H 1.65 1.93 3.44
H 3.56 2.89 0.62
H 1.83 3.16 0.06
H 2.08 3.58 1.72
*
```

Entry Q
A gas-phase ion, C9H12N4P (charge +1). Source: the Open Molecules 2025 dataset; level of theory: ωB97M-V/def2-TZVPD.

Properties
HOMO level = -10.538 eV
structure (SMILES) = CN1C=CN2Cn3cc[n+](C)c3P=C12

Structure (ORCA input):
```
! RIJCOSX wB97M-V def2-TZVPD def2/J DEFGRID3
* xyz 1 1
C 0.71 -1.56 -3.40
N 0.11 -1.69 -2.13
C -0.60 -2.84 -1.73
C -0.98 -2.67 -0.43
N -0.58 -1.44 -0.08
C -0.67 -0.98 1.28
N -0.52 0.40 1.46
C -1.03 1.12 2.52
C -0.42 2.36 2.43
N 0.42 2.36 1.30
C 1.22 3.52 0.92
C 0.34 1.15 0.74
P 0.96 0.70 -0.94
C 0.18 -0.85 -1.03
H 1.63 -2.09 -3.51
H -0.02 -1.98 -3.96
H 1.02 -0.50 -3.56
H -0.80 -3.82 -2.24
H -1.41 -3.40 0.30
H -1.73 -1.14 1.57
H 0.06 -1.64 1.77
H -1.52 0.63 3.26
H -0.57 3.28 3.08
H 0.52 4.31 1.27
H 2.26 3.45 1.29
H 1.42 3.31 -0.17
*
```

The least stable of them is entry P.

Entry P
A molecular structure, CH5N3O2S. Source: the Open Molecules 2025 dataset; level of theory: ωB97M-V/def2-TZVPD.

Properties
HOMO level = -9.814 eV

Structure (ORCA input):
```
! RIJCOSX wB97M-V def2-TZVPD def2/J DEFGRID3
* xyz 0 1
C -0.89 -0.33 -0.12
N -1.52 -1.10 -0.85
N 0.27 -0.69 0.61
N -1.07 1.03 0.01
O 2.98 -0.65 0.56
O 1.86 1.36 -0.04
S 2.12 0.01 -0.40
H 0.53 -0.13 1.40
H -2.36 -0.90 -1.34
H 0.23 -1.70 0.77
H -1.85 1.45 -0.49
H -0.30 1.65 -0.11
*
```

Entry Q
2 unconnected molecules or ions with the total composition CH5N3O2S. Source: the Open Molecules 2025 dataset; level of theory: ωB97M-V/def2-TZVPD.

Properties
HOMO level = -9.263 eV

Structure (ORCA input):
```
! RIJCOSX wB97M-V def2-TZVPD def2/J DEFGRID3
* xyz 0 1
C 0.33 0.33 0.00
H -1.82 -1.16 1.55
H -0.47 1.43 1.50
H -0.87 -0.48 -1.53
H 1.71 -0.24 -2.50
H 2.33 -1.64 -0.18
N -0.87 0.93 0.59
N 0.06 0.05 -1.31
N 1.33 0.22 0.77
O 1.01 -0.70 -1.96
O 2.52 -0.30 0.26
S -2.17 -0.01 0.90
*
```

The least stable of them is entry Q.

Entry P
2 unconnected molecules or ions with the total composition CH4O2S. Source: the Open Molecules 2025 dataset; level of theory: ωB97M-V/def2-TZVPD.

Properties
HOMO level (alpha / beta) = -11.086 / -9.645 eV

Structure (ORCA input):
```
! RIJCOSX wB97M-V def2-TZVPD def2/J DEFGRID3
* xyz 0 1
C 0.90 -0.08 -0.53
O -1.60 1.25 -0.08
O -1.42 -1.26 -0.08
S -0.82 0.04 0.21
H 0.94 0.08 -1.68
H 1.62 0.53 -0.17
H 1.28 -1.06 -0.49
H -0.90 0.49 2.83
*
```

Entry Q
2 unconnected molecules or ions with the total composition CH4O2S. Source: the Open Molecules 2025 dataset; level of theory: ωB97M-V/def2-TZVPD.

Properties
HOMO level = -9.753 eV
structure (SMILES) = O=CO.S

Structure (ORCA input):
```
! RIJCOSX wB97M-V def2-TZVPD def2/J DEFGRID3
* xyz 0 1
O -1.75 0.06 -1.19
C -2.76 0.52 -0.72
O -2.83 1.36 0.43
H -3.75 0.60 -1.29
H -1.92 1.43 0.68
S 3.19 -0.91 0.67
H 3.93 -1.87 0.11
H 4.01 0.00 0.17
*
```

Entry R
CH4O2S in the gas phase. Source: the Open Molecules 2025 dataset; level of theory: ωB97M-V/def2-TZVPD.

Properties
HOMO level = -9.541 eV
structure (SMILES) = COOS

Structure (ORCA input):
```
! RIJCOSX wB97M-V def2-TZVPD def2/J DEFGRID3
* xyz 0 1
C -0.86 0.50 -0.82
O -0.78 -0.04 0.43
O 0.67 0.26 1.09
S 1.35 -0.89 1.88
H 0.05 0.92 -1.10
H -1.66 1.24 -1.01
H -0.86 -0.40 -1.48
H 2.08 -1.59 1.01
*
```

The least stable of them is entry P.

Entry P
CH4O2S in the gas phase. Source: the Open Molecules 2025 dataset; level of theory: ωB97M-V/def2-TZVPD.

Properties
HOMO level = -9.922 eV
structure (SMILES) = OCOS

Structure (ORCA input):
```
! RIJCOSX wB97M-V def2-TZVPD def2/J DEFGRID3
* xyz 0 1
O -0.94 -1.30 0.24
C -0.76 0.09 -0.01
O 0.31 0.58 0.58
S 1.95 0.09 -0.13
H -0.60 -1.48 1.07
H -1.41 0.63 0.57
H -0.77 0.38 -1.17
H 2.22 1.03 -1.14
*
```

Entry Q
2 unconnected molecules or ions with the total composition CH4O2S. Source: the Open Molecules 2025 dataset; level of theory: ωB97M-V/def2-TZVPD.

Properties
HOMO level = -12.012 eV

Structure (ORCA input):
```
! RIJCOSX wB97M-V def2-TZVPD def2/J DEFGRID3
* xyz 0 1
C 1.54 0.41 0.11
O -2.40 -0.85 -1.48
O -3.11 -0.83 0.94
S -2.34 -0.26 -0.13
H 1.84 0.21 1.14
H 2.57 0.62 -0.25
H 0.81 1.15 -0.01
H 1.08 -0.44 -0.32
*
```

The least stable of them is entry P.

Entry P
A gas-phase ion, C4H6NO3 (charge -1). Source: the Open Molecules 2025 dataset; level of theory: ωB97M-V/def2-TZVPD.

Properties
HOMO level = -3.817 eV

Structure (ORCA input):
```
! RIJCOSX wB97M-V def2-TZVPD def2/J DEFGRID3
* xyz -1 1
C -0.33 1.49 -0.34
N -1.32 0.69 0.63
C 0.82 -0.08 1.43
C -0.13 0.10 0.27
C 0.02 -0.98 -0.99
O -1.25 -1.16 -1.55
O 0.57 -2.03 -0.49
O 0.45 2.43 -0.15
H -0.79 1.44 -1.34
H -1.92 -0.91 -0.94
H 1.77 0.39 1.22
H 0.40 0.27 2.37
H 0.99 -1.14 1.57
H 0.73 -0.50 -1.69
*
```

Entry Q
A molecular structure, C4H6NO3. Source: the Open Molecules 2025 dataset; level of theory: ωB97M-V/def2-TZVPD.

Properties
HOMO level = -4.408 eV

Structure (ORCA input):
```
! RIJCOSX wB97M-V def2-TZVPD def2/J DEFGRID3
* xyz -1 1
O -3.09 0.91 0.62
C -2.61 0.23 -0.31
C 0.72 0.00 -0.35
C 0.41 -0.32 1.06
N 1.63 0.75 -0.99
C 2.70 -0.07 -0.48
O -2.72 -1.01 -0.54
O 3.24 -0.15 0.62
H -2.01 0.79 -1.06
H 0.12 -0.80 -0.83
H 0.87 0.29 1.84
H 0.83 -1.34 1.26
H -0.67 -0.41 1.30
H 3.29 -0.67 -1.24
*
```

The least stable of them is entry P.

Entry P
ClH2NO2S2 in the gas phase. Source: the Open Molecules 2025 dataset; level of theory: ωB97M-V/def2-TZVPD.

Properties
HOMO level = -10.177 eV

Structure (ORCA input):
```
! RIJCOSX wB97M-V def2-TZVPD def2/J DEFGRID3
* xyz 0 1
N -1.38 -1.15 -1.49
O 0.12 -0.22 0.80
O 2.58 -0.12 0.64
S -1.36 -0.22 -0.25
S 1.49 0.34 1.45
Cl 1.37 2.42 1.04
H -1.94 -1.97 -1.32
H -0.88 0.92 -0.87
*
```

Entry Q
A molecular structure, ClH2NO2S2. Source: the Open Molecules 2025 dataset; level of theory: ωB97M-V/def2-TZVPD.

Properties
HOMO level = -9.658 eV

Structure (ORCA input):
```
! RIJCOSX wB97M-V def2-TZVPD def2/J DEFGRID3
* xyz 0 1
N 0.68 -0.70 -0.15
O -1.21 0.76 -1.38
O -0.89 0.78 1.17
S 1.79 0.62 0.00
S -0.92 0.12 -0.13
Cl -2.08 -1.48 0.13
H 0.86 -1.10 -1.02
H 1.78 1.00 1.39
*
```

The least stable of them is entry P.